Entry 1:
Entry from the Open Molecules 2025 dataset: a molecular structure, C8H14N3S (ωB97M-V/def2-TZVPD).

Cartesian coordinates (Å):
1 C 0.137 2.247 0.065
2 C -2.031 0.057 -0.153
3 C 1.493 2.287 0.481
4 C 2.409 1.201 -0.147
5 C 2.394 -0.162 0.543
6 C 1.229 -1.114 0.193
7 C 1.137 -1.454 -1.292
8 C -4.047 -1.132 0.503
9 N -1.039 -0.586 0.153
10 N 0.036 -0.550 0.760
11 N -3.332 -0.079 -0.198
12 S -1.318 2.210 -0.381
13 H 1.908 3.283 0.280
14 H 1.484 2.156 1.570
15 H 2.178 1.096 -1.206
16 H 3.425 1.589 -0.077
17 H 3.313 -0.679 0.270
18 H 2.411 -0.025 1.625
19 H 1.417 -2.041 0.756
20 H 0.767 -0.610 -1.872
21 H 0.464 -2.294 -1.447
22 H 2.119 -1.730 -1.665
23 H -5.097 -0.857 0.554
24 H -3.948 -2.092 -0.004
25 H -3.652 -1.231 1.515
26 H -3.858 0.509 -0.827

Computed properties:
Spin multiplicity: 3
Max |F|: 3.8 eV/Å
⟨S²⟩: 2.016
Charge: +1
Relative energy (zero: lowest compared OMol25 entry of this formula, charge and spin): 0.308 eV
Total energy: -23815.989 eV
HOMO (spin up / spin down): -0.3758 / -0.4644 Eh


Entry 2:
Entry from the Open Molecules 2025 dataset: a molecular structure, C31H55BaBrNP3 (ωB97M-V/def2-TZVPD).

Cartesian coordinates (Å):
1 N -4.195 6.157 -3.757
2 C -3.771 6.108 -2.496
3 C -2.831 5.166 -2.057
4 C -2.289 4.240 -2.989
5 C -2.769 4.312 -4.331
6 C -3.730 5.291 -4.655
7 C -1.401 3.184 -2.524
8 Ba 1.344 2.834 -2.610
9 P 4.435 1.020 -0.927
10 C -1.105 2.060 -3.307
11 C -1.068 0.728 -2.702
12 C -0.014 -0.177 -2.986
13 C 0.084 -1.375 -2.292
14 C -0.882 -1.748 -1.293
15 C -2.007 -0.879 -1.145
16 C -2.082 0.326 -1.808
17 Br 0.292 -0.638 0.768
18 H -1.249 3.145 -1.426
19 H -1.015 2.123 -4.412
20 H -2.581 5.155 -1.001
21 H -2.506 3.579 -5.100
22 H -4.204 6.853 -1.821
23 H -4.140 5.393 -5.669
24 H 0.679 0.113 -3.806
25 H -2.930 1.006 -1.647
26 H 0.913 -2.058 -2.547
27 H -2.800 -1.160 -0.453
28 P -0.922 -3.465 -0.655
29 C 3.883 2.765 -0.850
30 C 4.947 3.631 -0.162
31 H 2.907 2.832 -0.338
32 H 3.878 3.092 -1.912
33 H 4.562 4.644 -0.003
34 H 5.263 3.230 0.809
35 H 5.857 3.729 -0.772
36 C 3.420 -0.064 -1.985
37 C 4.227 -1.340 -2.306
38 H 3.169 0.476 -2.916
39 H 2.500 -0.305 -1.432
40 H 3.778 -1.882 -3.146
41 H 5.271 -1.114 -2.567
42 H 4.269 -2.046 -1.467
43 C 4.015 0.156 0.660
44 C 4.959 -1.023 0.975
45 H 2.961 -0.176 0.618
46 H 4.059 0.885 1.479
47 H 4.548 -1.635 1.787
48 H 5.159 -1.690 0.127
49 H 5.938 -0.674 1.332
50 C -0.815 -3.521 1.155
51 C -0.593 -4.879 1.830
52 H -1.720 -3.050 1.574
53 H 0.030 -2.852 1.426
54 H -1.445 -5.565 1.680
55 H 0.334 -5.362 1.487
56 H -0.476 -4.704 2.911
57 C 0.414 -4.401 -1.422
58 C 0.233 -4.826 -2.887
59 H 0.540 -5.302 -0.801
60 H 1.326 -3.795 -1.303
61 H -0.627 -5.497 -3.021
62 H 0.122 -3.976 -3.572
63 H 1.129 -5.376 -3.204
64 C -2.503 -4.158 -1.188
65 C -3.790 -3.717 -0.482
66 H -2.414 -5.253 -1.120
67 H -2.576 -3.924 -2.264
68 H -4.090 -2.723 -0.826
69 H -4.589 -4.425 -0.750
70 H -3.691 -3.704 0.614
71 C -3.533 0.610 3.853
72 C -2.263 1.444 3.928
73 P -0.896 0.781 2.864
74 C 0.479 1.981 3.275
75 C 0.326 2.862 4.504
76 C -0.401 -0.738 3.821
77 C -0.447 -0.665 5.335
78 H -3.857 0.474 2.818
79 H -4.330 1.128 4.394
80 H -3.410 -0.376 4.309
81 H -2.457 2.467 3.573
82 H -1.893 1.519 4.957
83 H 1.398 1.383 3.319
84 H 0.546 2.598 2.364
85 H 0.266 2.290 5.435
86 H 1.199 3.514 4.581
87 H -0.556 3.503 4.435
88 H -1.074 -1.531 3.458
89 H 0.612 -0.998 3.477
90 H -1.450 -0.438 5.721
91 H -0.153 -1.646 5.730
92 H 0.270 0.064 5.731

Computed properties:
Max |F|: 2.8 eV/Å
Charge: +2
Relative energy (zero: lowest compared OMol25 entry of this formula, charge and spin): 0.000 eV
Total energy: -133115.711 eV
HOMO (spin up / spin down): -0.3912 / -0.3909 Eh


Entry 3:
Entry from the Open Molecules 2025 dataset: 2 unconnected molecules or ions with the total composition C5H10O2 (ωB97M-V/def2-TZVPD).

Cartesian coordinates (Å):
1 O -2.114 -1.006 -0.610
2 C -0.928 -0.998 -0.832
3 C 0.122 -1.112 0.226
4 C 1.575 -0.739 -0.103
5 O 2.154 -0.106 1.026
6 H -0.536 -1.074 -1.870
7 H -0.191 -0.713 1.191
8 H 0.006 -2.207 0.274
9 H 1.654 -0.085 -0.989
10 H 2.112 -1.667 -0.336
11 H 3.087 0.057 0.831
12 C -0.510 1.716 0.309
13 C -1.809 1.544 0.100
14 H -0.061 1.622 1.293
15 H 0.180 1.913 -0.511
16 H -2.245 1.589 -0.895
17 H -2.493 1.268 0.898

Computed properties:
Max |F|: 0.8 eV/Å
Charge: 0
Relative energy (zero: lowest compared OMol25 entry of this formula, charge and spin): 3.106 eV
Total energy: -9439.937 eV
HOMO: -0.3569 Eh


Entry 4:
Entry from the Open Molecules 2025 dataset: 3 unconnected molecules or ions with the total composition C4H13N2 (ωB97M-V/def2-TZVPD).

Cartesian coordinates (Å):
1 C 0.276 -0.639 0.464
2 N 0.420 0.746 0.816
3 C -0.020 -0.806 -0.969
4 N 3.063 0.286 0.764
5 C -1.122 -1.841 -3.016
6 C -0.822 -1.733 -1.547
7 H -0.414 -1.223 1.072
8 H 1.253 -1.086 0.606
9 H -0.102 0.975 1.623
10 H -3.421 5.527 5.099
11 H 0.487 0.024 -1.597
12 H 3.570 0.833 0.021
13 H 2.081 0.551 0.890
14 H 3.592 0.314 1.633
15 H -0.494 -1.095 -3.577
16 H -2.223 -1.621 -3.219
17 H -0.919 -2.880 -3.419
18 H -3.862 6.120 5.266
19 H -1.343 -2.450 -0.908

Computed properties:
Max |F|: 4.6 eV/Å
Charge: +1
Relative energy (zero: lowest compared OMol25 entry of this formula, charge and spin): 7.864 eV
Total energy: -7325.623 eV
HOMO: -0.5123 Eh


Entry 5:
Entry from the Open Molecules 2025 dataset: a molecular structure, C3H4N2O2 (ωB97M-V/def2-TZVPD).

Cartesian coordinates (Å):
1 C -0.173 1.097 -1.109
2 C 0.007 1.323 0.181
3 C -0.299 -0.385 -0.895
4 N -0.027 -0.200 0.487
5 N 0.394 -1.135 1.401
6 O 0.675 -0.729 2.484
7 O 0.343 -2.230 0.947
8 H -0.394 1.815 -1.916
9 H 0.391 2.120 0.760
10 H -1.345 -0.762 -0.796
11 H 0.428 -0.915 -1.543

Computed properties:
Max |F|: 4.0 eV/Å
Charge: 0
Relative energy (zero: lowest compared OMol25 entry of this formula, charge and spin): 7.484 eV
Total energy: -10244.782 eV
HOMO: -0.3566 Eh


Entry 6:
Entry from the Open Molecules 2025 dataset: a molecular structure, C21H21AuN5O3S2 (ωB97M-V/def2-TZVPD).

Cartesian coordinates (Å):
1 Au 1.106 1.907 0.036
2 C 3.093 -4.407 -2.841
3 C 2.323 -3.255 -2.245
4 C 1.003 -2.987 -2.603
5 C 0.325 -1.908 -2.080
6 C 0.891 -1.017 -1.139
7 N 0.176 0.068 -0.689
8 C -1.167 -0.109 -0.375
9 C -1.623 -1.290 0.231
10 C -2.932 -1.479 0.613
11 C -3.876 -0.471 0.448
12 C -5.291 -0.621 0.944
13 C -3.446 0.710 -0.126
14 C -2.137 0.892 -0.559
15 N -1.844 2.148 -1.186
16 C -2.728 2.925 -1.858
17 C -2.082 4.084 -2.211
18 C -0.781 3.934 -1.705
19 N -0.654 2.764 -1.110
20 C 2.224 -1.312 -0.781
21 C 2.907 -2.389 -1.341
22 N 2.949 -0.573 0.206
23 C 3.700 -1.095 1.194
24 C 4.366 -0.055 1.801
25 C 3.940 1.087 1.114
26 N 3.095 0.764 0.142
27 H 2.414 -5.155 -3.251
28 H 3.721 -4.896 -2.094
29 H 3.747 -4.075 -3.653
30 H 0.500 -3.633 -3.317
31 H -0.693 -1.715 -2.392
32 H -0.890 -2.058 0.441
33 H -3.219 -2.410 1.092
34 H -5.556 -1.674 1.050
35 H -6.006 -0.159 0.260
36 H -5.416 -0.148 1.922
37 H -4.142 1.537 -0.200
38 H -3.726 2.587 -2.070
39 H -2.492 4.917 -2.757
40 H 0.066 4.601 -1.732
41 H 3.940 -2.545 -1.046
42 H 3.686 -2.150 1.407
43 H 5.035 -0.115 2.642
44 H 4.162 2.128 1.287
45 C 0.033 2.061 4.290
46 S -0.249 1.109 2.803
47 O -0.860 2.055 1.863
48 O -1.109 0.007 3.194
49 O 1.093 0.698 2.373
50 H -0.905 2.122 4.838
51 H 0.376 3.050 3.992
52 H 0.794 1.547 4.874
53 S 2.160 3.997 0.301

Computed properties:
Spin multiplicity: 3
Max |F|: 1.0 eV/Å
⟨S²⟩: 2.007
Charge: -1
Relative energy (zero: lowest compared OMol25 entry of this formula, charge and spin): 0.000 eV
Total energy: -61073.610 eV
HOMO (spin up / spin down): -0.1461 / -0.1473 Eh


Entry 7:
Entry from the Open Molecules 2025 dataset: 17 unconnected molecules or ions with the total composition H34O17 (ωB97M-V/def2-TZVPD).

Cartesian coordinates (Å):
1 O 0.267 -3.773 0.678
2 H -0.167 -4.621 0.793
3 H 0.594 -3.468 1.526
4 O -0.652 -0.754 2.902
5 H -1.539 -1.088 2.888
6 H -0.190 -0.738 3.740
7 O -0.988 3.485 -2.491
8 H -0.961 2.522 -2.531
9 H -0.704 3.760 -3.370
10 O 1.716 1.353 4.267
11 H 2.593 1.593 3.980
12 H 1.139 1.155 3.546
13 O -2.967 -2.863 2.664
14 H -2.684 -2.010 3.008
15 H -2.648 -3.005 1.774
16 O -3.846 -0.432 3.576
17 H -3.831 -0.820 4.434
18 H -4.710 -0.710 3.251
19 O 4.730 0.947 -0.728
20 H 5.422 1.381 -1.236
21 H 4.495 1.559 -0.028
22 O -0.900 0.368 -0.963
23 H -0.971 -0.095 -1.803
24 H -1.441 -0.034 -0.280
25 O 3.059 -2.106 -1.287
26 H 2.169 -1.933 -0.960
27 H 3.727 -1.487 -0.991
28 O 1.274 -4.839 -2.530
29 H 0.645 -4.554 -1.851
30 H 2.059 -4.516 -2.060
31 O 1.607 -0.766 0.710
32 H 2.315 -0.509 0.112
33 H 0.813 -0.716 0.160
34 O -4.708 1.936 -0.335
35 H -5.073 2.185 0.514
36 H -4.758 2.785 -0.787
37 O 2.007 2.631 1.854
38 H 1.341 2.007 1.559
39 H 1.800 3.402 1.319
40 O -0.019 4.085 -0.247
41 H 0.833 4.365 -0.603
42 H -0.593 4.728 -0.674
43 O 0.153 -2.162 -3.725
44 H 0.990 -1.793 -4.033
45 H -0.212 -2.394 -4.588
46 O 3.833 2.505 -3.228
47 H 3.497 3.322 -3.593
48 H 3.265 2.062 -2.602
49 O -3.772 -0.948 -0.793
50 H -3.448 -0.045 -0.700
51 H -4.559 -0.956 -0.241

Computed properties:
Max |F|: 2.0 eV/Å
Charge: 0
Relative energy (zero: lowest compared OMol25 entry of this formula, charge and spin): 3.728 eV
Total energy: -35358.284 eV
HOMO: -0.3836 Eh


Entry 8:
Entry from the Open Molecules 2025 dataset: a molecular structure, C7H8N2O (ωB97M-V/def2-TZVPD).

Cartesian coordinates (Å):
1 C 2.270 1.546 -0.010
2 C 1.176 1.802 -0.830
3 C 2.247 0.422 0.729
4 C 0.069 0.973 -0.931
5 C 1.131 -0.384 0.827
6 C 0.028 -0.028 0.033
7 C -1.117 -0.866 0.116
8 N -2.409 -0.561 -1.259
9 N -1.481 -1.758 0.988
10 O -2.527 -2.466 0.909
11 H 3.067 2.181 0.122
12 H 1.130 2.577 -1.704
13 H 3.015 0.319 1.385
14 H -0.883 1.274 -1.502
15 H 1.063 -1.207 1.474
16 H -3.177 -0.353 -0.548
17 H -2.659 -1.442 -1.674
18 H -0.945 -2.029 1.874

Computed properties:
Max |F|: 5.2 eV/Å
Charge: 0
Relative energy (zero: lowest compared OMol25 entry of this formula, charge and spin): 4.958 eV
Total energy: -12411.441 eV
HOMO (spin up / spin down): -0.3012 / -0.3012 Eh


Entry 9:
Entry from the Open Molecules 2025 dataset: a molecular structure, C17H77AlO30P (ωB97M-V/def2-TZVPD).

Cartesian coordinates (Å):
1 C -2.511 6.080 1.017
2 C -2.106 5.290 -0.200
3 O -2.958 4.904 -0.989
4 O -0.790 5.041 -0.335
5 C -0.481 3.658 0.157
6 C 0.172 3.655 1.510
7 C 1.296 2.609 1.572
8 C 2.365 2.980 2.586
9 C 3.487 1.940 2.658
10 C 2.983 0.483 2.459
11 C 1.927 0.071 3.491
12 C 1.236 -1.290 3.231
13 Al 0.782 -1.657 1.276
14 C 2.394 -2.597 0.436
15 O 2.123 -3.617 -0.608
16 C 1.295 -3.195 -1.596
17 C 0.212 -3.975 -1.881
18 C -0.667 -3.585 -2.851
19 C -0.446 -2.433 -3.528
20 C 0.647 -1.665 -3.279
21 C 1.519 -2.049 -2.303
22 P -1.221 -2.964 1.344
23 O -2.178 -2.519 0.290
24 O -0.998 -4.580 1.311
25 O -2.008 -2.698 2.792
26 H -2.443 7.147 0.819
27 H -1.910 5.811 1.881
28 H -3.551 5.865 1.239
29 H -1.430 3.137 0.156
30 H 0.153 3.211 -0.601
31 H 0.628 4.632 1.651
32 H -0.504 3.459 2.337
33 H 0.809 1.674 1.822
34 H 1.732 2.498 0.578
35 H 1.903 3.165 3.554
36 H 2.795 3.933 2.273
37 H 4.151 2.140 1.812
38 H 4.070 2.033 3.572
39 H 3.843 -0.161 2.633
40 H 2.634 0.438 1.430
41 H 1.151 0.818 3.639
42 H 2.458 -0.010 4.445
43 H 1.739 -2.139 3.686
44 H 0.255 -1.240 3.711
45 H 0.567 -0.259 0.501
46 H 3.050 -3.081 1.151
47 H 2.990 -1.820 -0.047
48 H 0.066 -4.869 -1.301
49 H -1.532 -4.205 -3.021
50 H -1.155 -2.110 -4.277
51 H 0.862 -0.756 -3.817
52 H 2.396 -1.475 -2.051
53 H -1.882 -4.976 1.196
54 H -2.568 -1.927 2.649
55 O 1.065 4.146 -3.084
56 H 0.847 3.226 -3.290
57 H 0.417 4.393 -2.409
58 O 5.429 -2.570 0.038
59 H 5.274 -3.451 -0.320
60 H 6.339 -2.373 -0.215
61 O -2.356 1.320 1.627
62 H -3.166 1.650 1.227
63 H -2.479 0.362 1.653
64 O -4.060 -1.556 1.482
65 H -3.787 -2.140 0.760
66 H -4.953 -1.285 1.254
67 O 0.594 -2.935 5.853
68 H -0.312 -3.243 5.741
69 H 0.777 -3.071 6.787
70 O -2.104 2.249 -2.895
71 H -2.819 2.355 -2.256
72 H -2.318 2.882 -3.590
73 O -5.004 5.285 -3.230
74 H -4.988 5.807 -4.037
75 H -4.296 5.646 -2.680
76 O 2.350 1.837 -4.717
77 H 1.829 1.874 -5.527
78 H 2.732 2.719 -4.642
79 O 2.466 5.533 -0.020
80 H 2.639 4.906 -0.731
81 H 1.568 5.839 -0.191
82 O 0.401 5.217 -5.649
83 H -0.457 4.793 -5.763
84 H 0.498 5.240 -4.683
85 O -3.119 -6.243 1.974
86 H -4.018 -6.582 1.905
87 H -2.901 -6.316 2.910
88 O -0.403 5.998 3.816
89 H -0.982 6.042 4.583
90 H 0.061 6.841 3.817
91 O -3.990 0.081 -2.999
92 H -3.227 0.627 -3.249
93 H -4.716 0.430 -3.524
94 O 2.049 2.432 6.035
95 H 1.151 2.099 5.932
96 H 2.230 2.357 6.976
97 O 3.871 -0.028 -6.426
98 H 3.579 -0.944 -6.517
99 H 3.218 0.348 -5.823
100 O 4.155 -3.130 -4.084
101 H 3.519 -2.898 -3.392
102 H 4.678 -2.330 -4.198
103 O -3.236 -5.695 -3.452
104 H -3.641 -6.526 -3.717
105 H -3.761 -5.396 -2.701
106 O -2.610 5.277 -5.724
107 H -3.331 5.374 -5.094
108 H -2.820 5.888 -6.436
109 O 1.846 -6.122 1.672
110 H 1.866 -6.677 0.889
111 H 0.987 -5.683 1.625
112 O 6.543 -0.521 -1.699
113 H 5.810 -0.711 -1.098
114 H 6.126 -0.079 -2.444
115 O -3.650 -8.545 -0.168
116 H -3.303 -8.036 -0.907
117 H -3.114 -8.256 0.581
118 O -2.539 -4.098 6.415
119 H -3.324 -4.292 6.943
120 H -2.885 -3.642 5.639
121 O -4.610 -2.911 7.741
122 H -5.132 -2.896 8.549
123 H -4.027 -2.148 7.817
124 O 1.722 -1.999 -6.179
125 H 0.979 -1.652 -6.682
126 H 1.472 -2.907 -5.976

Computed properties:
Max |F|: 2.2 eV/Å
Charge: -1
Total energy: -96193.778 eV
HOMO: -0.1695 Eh


Entry 10:
Entry from the Open Molecules 2025 dataset: 5 unconnected molecules or ions with the total composition C18H43N8O4 (ωB97M-V/def2-TZVPD).

Cartesian coordinates (Å):
1 C 6.912 -0.365 1.635
2 N 6.900 0.137 0.261
3 C 6.513 -0.786 -0.786
4 C 5.006 -0.878 -1.131
5 C 4.527 -2.284 -1.473
6 C 4.351 -3.102 -0.214
7 N 3.305 -2.438 0.590
8 C 3.306 -1.099 0.633
9 N 2.385 -0.496 1.470
10 N 4.130 -0.334 -0.078
11 H 6.330 0.267 2.313
12 H 6.533 -1.392 1.691
13 H 7.931 -0.388 2.029
14 H 6.460 1.042 0.187
15 H 7.038 -0.502 -1.702
16 H 6.888 -1.779 -0.522
17 H 4.826 -0.284 -2.032
18 H 3.576 -2.234 -2.007
19 H 5.288 -2.756 -2.098
20 H 5.268 -3.183 0.377
21 H 4.013 -4.110 -0.452
22 H 3.275 -2.768 1.550
23 H 1.436 -0.374 1.160
24 H 2.670 -0.101 2.349
25 H 4.514 0.431 0.466
26 C 1.935 -5.681 0.677
27 O 2.866 -6.458 0.568
28 N 0.698 -5.847 0.199
29 C -0.323 -4.825 0.371
30 C 0.376 -7.073 -0.516
31 H 2.049 -4.710 1.194
32 H -1.170 -5.228 0.928
33 H -0.669 -4.456 -0.592
34 H 0.100 -3.993 0.934
35 H 0.527 -7.939 0.127
36 H 1.019 -7.185 -1.389
37 H -0.662 -7.032 -0.835
38 C -1.639 -1.897 -1.167
39 O -1.668 -2.962 -1.757
40 N -1.077 -0.775 -1.647
41 C -1.067 0.472 -0.905
42 C -0.471 -0.811 -2.969
43 H -2.079 -1.765 -0.163
44 H -1.573 1.251 -1.474
45 H -0.037 0.799 -0.725
46 H -1.571 0.335 0.051
47 H -1.208 -1.094 -3.720
48 H 0.334 -1.547 -3.001
49 H -0.083 0.176 -3.206
50 C -2.988 3.677 -2.422
51 O -2.009 3.050 -2.794
52 N -2.986 4.544 -1.398
53 C -4.179 5.248 -0.973
54 C -1.742 4.775 -0.684
55 H -3.972 3.574 -2.906
56 H -4.038 6.327 -1.050
57 H -4.414 4.998 0.064
58 H -5.022 4.962 -1.598
59 H -0.980 5.161 -1.362
60 H -1.372 3.845 -0.251
61 H -1.920 5.493 0.112
62 C -5.439 4.535 2.934
63 O -4.554 3.737 2.677
64 N -6.722 4.395 2.555
65 C -7.734 5.383 2.875
66 C -7.097 3.209 1.805
67 H -5.253 5.462 3.500
68 H -8.527 4.942 3.479
69 H -8.176 5.792 1.964
70 H -7.281 6.197 3.437
71 H -6.884 2.308 2.381
72 H -6.534 3.150 0.873
73 H -8.160 3.251 1.582

Computed properties:
Max |F|: 1.2 eV/Å
Charge: +1
Total energy: -39467.961 eV
HOMO: -0.4078 Eh